This record from the OMol25 dataset describes a molecular structure, C41H34N2O4P2S2Zr in a non-equilibrium geometry. The level of theory is ωB97M-V/def2-TZVPD.

Last column: Mulliken charge in e.
Element x y z (Å)
Zr (0.19, -0.01, 0.67)  -1.094
O (0.09, 4.29, 1.41)  -0.444
C (-0.13, 3.05, 1.09)  -0.096
O (0.75, 2.24, 0.82)  -0.341
C (-1.55, 2.62, 1.06)  0.575
C (-2.67, 3.39, 1.24)  -0.537
C (-3.91, 2.76, 1.11)  -0.907
C (-3.99, 1.42, 0.79)  -1.121
C (-2.80, 0.72, 0.63)  1.318
N (-1.62, 1.32, 0.77)  0.517
C (-2.68, -0.74, 0.28)  -0.280
O (-3.59, -1.36, -0.15)  -0.582
O (-1.41, -1.17, 0.47)  -0.206
H (1.04, 4.48, 1.40)  0.489
H (-2.58, 4.44, 1.48)  0.632
H (-4.82, 3.34, 1.24)  0.588
H (-4.93, 0.89, 0.67)  0.579
C (0.89, -1.54, -3.32)  -0.696
C (0.95, -2.67, -2.30)  -1.707
P (1.30, -2.19, -0.56)  2.484
C (3.10, -2.36, -0.43)  0.235
C (3.91, -1.59, -1.27)  -0.209
C (5.30, -1.67, -1.18)  -0.965
C (5.88, -2.52, -0.25)  -0.661
C (5.08, -3.29, 0.58)  -0.825
C (3.70, -3.21, 0.50)  -0.291
C (0.64, -3.56, 0.43)  0.193
C (0.33, -3.35, 1.78)  -0.049
C (-0.15, -4.38, 2.57)  -0.880
C (-0.32, -5.64, 2.01)  -0.599
C (-0.01, -5.86, 0.68)  -0.837
C (0.47, -4.82, -0.11)  -0.629
C (-0.41, -0.74, -3.25)  -1.295
P (-0.45, 0.57, -1.97)  3.218
C (0.87, 1.68, -2.55)  0.436
C (0.75, 2.45, -3.70)  -0.697
C (1.83, 3.19, -4.16)  -0.860
C (3.04, 3.16, -3.48)  -0.641
C (3.18, 2.39, -2.33)  -1.285
C (2.09, 1.66, -1.88)  -0.203
C (-2.01, 1.42, -2.31)  0.348
C (-2.13, 2.80, -2.11)  -0.716
C (-3.34, 3.44, -2.33)  -0.881
C (-4.45, 2.71, -2.74)  -0.655
C (-4.35, 1.34, -2.92)  -0.817
C (-3.14, 0.69, -2.71)  -0.539
H (0.95, -1.98, -4.32)  0.538
H (1.74, -0.87, -3.24)  0.209
H (1.74, -3.36, -2.57)  0.686
H (0.01, -3.21, -2.29)  0.785
H (3.47, -0.93, -2.00)  0.136
H (5.92, -1.08, -1.85)  0.469
H (6.96, -2.59, -0.19)  0.422
H (5.54, -3.96, 1.30)  0.451
H (3.09, -3.82, 1.15)  0.460
H (0.49, -2.39, 2.24)  0.462
H (-0.37, -4.21, 3.61)  0.489
H (-0.70, -6.45, 2.62)  0.414
H (-0.13, -6.85, 0.25)  0.446
H (0.73, -5.02, -1.14)  0.470
H (-1.25, -1.41, -3.10)  0.575
H (-0.59, -0.20, -4.18)  0.680
H (-0.19, 2.47, -4.25)  0.498
H (1.73, 3.79, -5.06)  0.467
H (3.89, 3.74, -3.84)  0.441
H (4.12, 2.36, -1.80)  0.537
H (2.23, 1.06, -0.99)  0.761
H (-1.27, 3.38, -1.82)  0.561
H (-3.41, 4.52, -2.21)  0.475
H (-5.40, 3.21, -2.92)  0.446
H (-5.21, 0.76, -3.24)  0.489
H (-3.09, -0.38, -2.84)  0.280
S (2.52, -0.20, 1.86)  -0.298
C (1.43, 0.24, 3.12)  0.385
N (0.13, 0.34, 2.86)  0.483
C (-0.60, 0.75, 4.00)  -0.703
C (-1.97, 0.95, 4.09)  -0.096
C (-2.50, 1.37, 5.30)  -0.871
C (-1.68, 1.58, 6.41)  -0.626
C (-0.32, 1.36, 6.33)  -0.564
C (0.20, 0.95, 5.11)  0.988
S (1.87, 0.61, 4.72)  -0.185
H (-2.63, 0.75, 3.25)  0.462
H (-3.57, 1.53, 5.39)  0.456
H (-2.12, 1.90, 7.35)  0.419
H (0.32, 1.50, 7.20)  0.439

Energy relative to the best compared isomer or geometry (same formula, charge and spin), kcal/mol: 2.8
Kohn-Sham gap, Eh: 0.24895
Charge: +2
LUMO energy, eV: -6.7
HOMO energy, eV: -13.433

This record from the OMol25 dataset describes a molecular structure, C41H34O4S7Y. The level of theory is ωB97M-V/def2-TZVPD.

Last column: Mulliken charge in e.
Element x y z (Å)
Y (0.31, -2.30, 2.11)  0.875
C (3.68, -0.98, -5.88)  -1.779
C (2.71, -1.22, -4.76)  0.806
C (3.10, -1.11, -3.43)  -0.680
C (2.20, -1.33, -2.40)  -0.222
C (0.90, -1.66, -2.71)  0.886
C (0.48, -1.81, -4.03)  -0.801
C (1.39, -1.59, -5.04)  -0.704
S (-0.29, -1.97, -1.43)  -0.054
O (0.50, -1.83, -0.13)  0.207
C (-1.39, -0.57, -1.58)  1.580
C (-2.74, -0.97, -1.71)  -1.184
C (-3.72, -0.03, -1.83)  -1.291
C (-3.40, 1.35, -1.81)  0.809
C (-4.40, 2.34, -1.92)  -0.984
C (-4.08, 3.66, -1.89)  -0.730
C (-2.73, 4.06, -1.75)  -0.873
C (-1.74, 3.13, -1.63)  -0.797
C (-2.04, 1.74, -1.66)  0.824
C (-1.02, 0.76, -1.53)  -1.047
C (0.38, 1.22, -1.32)  -0.010
C (1.17, 1.67, -2.42)  1.150
C (0.68, 1.66, -3.75)  -0.730
C (1.47, 2.10, -4.78)  -0.934
C (2.78, 2.56, -4.53)  -0.768
C (3.27, 2.58, -3.26)  -0.905
C (2.48, 2.14, -2.17)  0.823
C (2.99, 2.16, -0.84)  -1.345
C (2.22, 1.75, 0.20)  -1.106
C (0.91, 1.29, -0.06)  1.051
S (-0.11, 0.77, 1.30)  1.772
O (0.83, -0.10, 2.16)  -0.760
C (-0.32, 2.25, 2.24)  0.343
C (-1.41, 3.04, 1.93)  -0.285
C (-1.65, 4.17, 2.69)  -1.146
C (-0.83, 4.50, 3.77)  1.041
C (-1.15, 5.68, 4.64)  -1.573
C (0.25, 3.67, 4.06)  -0.903
C (0.52, 2.54, 3.30)  -0.476
H (4.55, -0.42, -5.53)  0.375
H (3.22, -0.41, -6.69)  0.398
H (4.04, -1.92, -6.30)  0.401
H (4.12, -0.82, -3.20)  0.343
H (2.50, -1.22, -1.36)  0.464
H (-0.54, -2.09, -4.25)  0.455
H (1.07, -1.69, -6.07)  0.417
H (-2.98, -2.02, -1.71)  0.561
H (-4.76, -0.32, -1.93)  0.443
H (-5.43, 2.03, -2.03)  0.467
H (-4.85, 4.41, -1.98)  0.432
H (-2.48, 5.12, -1.72)  0.496
H (-0.71, 3.45, -1.51)  0.541
H (-0.32, 1.30, -3.94)  0.566
H (1.08, 2.09, -5.79)  0.489
H (3.38, 2.91, -5.36)  0.441
H (4.27, 2.94, -3.06)  0.480
H (4.00, 2.52, -0.67)  0.439
H (2.59, 1.77, 1.22)  0.519
H (-2.08, 2.77, 1.12)  0.532
H (-2.51, 4.80, 2.46)  0.415
H (-1.69, 6.44, 4.10)  0.395
H (-0.24, 6.12, 5.05)  0.399
H (-1.77, 5.36, 5.48)  0.287
H (0.89, 3.91, 4.90)  0.411
H (1.33, 1.88, 3.56)  0.467
O (-2.71, 1.78, 4.81)  -0.582
C (-2.34, 0.68, 4.50)  0.645
S (-1.05, -0.21, 5.32)  -0.186
C (-1.08, -1.65, 4.32)  0.437
C (-1.99, -1.67, 3.30)  -0.004
S (-2.21, -2.90, 2.06)  -0.417
S (-3.01, -0.24, 3.14)  -0.137
S (0.15, -2.84, 4.68)  -0.616
O (1.27, -4.26, 1.69)  -0.467
S (1.33, -5.78, 1.89)  0.173
C (-0.39, -6.34, 2.06)  -0.498
C (-0.72, -6.38, 3.54)  -0.267
C (0.55, -6.86, 4.23)  -0.683
C (1.69, -6.02, 3.65)  -0.304
H (-0.43, -7.32, 1.59)  0.424
H (-1.00, -5.65, 1.47)  0.219
H (-1.57, -7.04, 3.73)  0.382
H (-0.99, -5.38, 3.89)  0.029
H (0.72, -7.92, 4.03)  0.331
H (0.51, -6.73, 5.32)  0.361
H (2.68, -6.46, 3.75)  0.406
H (1.69, -5.01, 4.06)  0.041

Energy relative to the best compared isomer or geometry (same formula, charge and spin), kcal/mol: 0.0
Kohn-Sham gap, Eh: 0.25713
Charge: +1
LUMO energy, eV: -2.7
HOMO energy, eV: -9.731

This record from the OMol25 dataset describes a molecular structure, C41H35BeN2OSb. The level of theory is ωB97M-V/def2-TZVPD.

Last column: Mulliken charge in e.
Element x y z (Å)
Be (1.90, 0.92, -1.27)  -0.701
C (0.36, 4.58, -0.85)  -1.268
C (1.46, 3.57, -0.87)  0.862
O (1.20, 2.38, -1.14)  0.076
N (2.70, 3.96, -0.61)  -0.075
C (3.86, 3.10, -0.80)  -1.590
C (3.96, 1.95, 0.17)  1.238
C (4.83, 1.94, 1.23)  -0.822
C (4.92, 0.80, 2.02)  -0.365
C (4.15, -0.30, 1.72)  -1.204
C (3.28, -0.23, 0.64)  -0.186
N (3.19, 0.88, -0.11)  0.643
H (-0.56, 4.10, -1.17)  0.080
H (0.60, 5.41, -1.52)  0.509
H (0.24, 4.97, 0.16)  0.305
H (2.85, 4.94, -0.42)  0.298
H (4.75, 3.72, -0.72)  0.585
H (3.83, 2.69, -1.82)  0.329
H (5.45, 2.81, 1.44)  0.455
H (5.60, 0.77, 2.86)  0.432
H (4.20, -1.21, 2.29)  0.537
H (2.62, -1.04, 0.34)  0.746
C (1.53, -0.33, -2.19)  -0.445
C (1.01, -1.45, -2.21)  0.864
C (0.46, -2.72, -2.15)  -0.765
C (1.37, -3.84, -1.90)  0.332
C (1.06, -5.17, -2.26)  -0.278
C (1.96, -6.20, -2.05)  -0.712
C (3.20, -5.97, -1.48)  -0.488
C (3.54, -4.66, -1.16)  -0.595
C (2.65, -3.63, -1.36)  -0.303
C (-0.99, -2.83, -2.25)  0.335
C (-1.75, -3.87, -1.68)  -0.186
C (-3.13, -3.89, -1.75)  -0.798
C (-3.84, -2.86, -2.36)  -0.630
C (-3.12, -1.81, -2.92)  -0.627
C (-1.74, -1.80, -2.88)  -0.459
H (0.13, -5.38, -2.75)  0.556
H (1.68, -7.21, -2.35)  0.367
H (3.90, -6.78, -1.33)  0.373
H (4.52, -4.45, -0.74)  0.365
H (2.95, -2.61, -1.13)  0.236
H (-1.24, -4.66, -1.14)  0.559
H (-3.67, -4.72, -1.29)  0.413
H (-4.92, -2.88, -2.40)  0.392
H (-3.64, -0.99, -3.40)  0.380
H (-1.19, -0.99, -3.34)  0.528
C (-3.99, -2.01, 3.39)  -0.485
C (-3.65, -2.44, 2.11)  -0.625
C (-2.67, -1.77, 1.40)  -0.012
C (-2.02, -0.67, 1.96)  -0.009
C (-2.37, -0.25, 3.24)  -0.091
C (-3.35, -0.92, 3.96)  -0.729
Sb (-0.57, 0.28, 0.73)  0.630
C (-1.99, 1.27, -0.51)  0.941
C (-3.23, 1.68, -0.01)  -0.414
C (-4.15, 2.31, -0.82)  -0.636
C (-3.86, 2.54, -2.16)  -0.730
C (-2.65, 2.11, -2.68)  -0.397
C (-1.72, 1.48, -1.86)  -0.536
C (-0.15, 1.94, 2.07)  0.817
C (0.92, 1.79, 2.95)  -0.652
C (1.31, 2.83, 3.79)  -0.687
C (0.64, 4.04, 3.76)  -0.540
C (-0.44, 4.20, 2.89)  -0.522
C (-0.82, 3.16, 2.05)  -0.665
H (-4.76, -2.54, 3.95)  0.361
H (-4.15, -3.28, 1.66)  0.470
H (-2.41, -2.12, 0.40)  0.046
H (-1.88, 0.61, 3.69)  0.408
H (-3.61, -0.59, 4.95)  0.387
H (-3.48, 1.48, 1.03)  0.477
H (-5.11, 2.62, -0.41)  0.387
H (-4.59, 3.02, -2.80)  0.390
H (-2.43, 2.26, -3.73)  0.411
H (-0.78, 1.13, -2.29)  -0.427
H (1.46, 0.85, 2.99)  0.467
H (2.14, 2.68, 4.48)  0.410
H (0.94, 4.85, 4.41)  0.398
H (-0.98, 5.13, 2.88)  0.419
H (-1.67, 3.30, 1.40)  0.442

Kohn-Sham gap, Eh: 0.14495
LUMO energy, eV: -0.8
HOMO energy, eV: -4.716

This record from the OMol25 dataset describes a molecular structure, C41H36BrGe2N2O2S4SbTi in a non-equilibrium geometry. The level of theory is ωB97M-V/def2-TZVPD.

Last column: Mulliken charge in e.
Element x y z (Å)
Ti (-0.62, -0.02, -1.24)  -0.212
S (-3.48, 2.81, 1.41)  -0.617
C (-1.88, 3.47, 1.57)  0.836
C (-1.50, 4.71, 2.05)  -0.695
C (-0.15, 5.02, 2.08)  -0.649
C (0.79, 4.09, 1.64)  -0.989
C (0.41, 2.85, 1.18)  0.572
C (-0.94, 2.53, 1.12)  -1.455
N (-1.48, 1.34, 0.65)  1.450
C (-2.78, 1.33, 0.72)  0.708
C (-3.66, 0.28, 0.27)  0.473
C (-5.05, 0.53, 0.21)  -1.340
C (-5.93, -0.37, -0.31)  -0.862
C (-5.43, -1.57, -0.83)  -0.781
C (-4.10, -1.86, -0.76)  -0.066
C (-3.15, -0.96, -0.18)  0.015
H (-2.25, 5.42, 2.40)  0.402
H (0.17, 5.98, 2.45)  0.386
H (1.84, 4.34, 1.67)  0.501
H (1.15, 2.13, 0.86)  -0.090
H (-5.41, 1.49, 0.57)  0.318
H (-6.99, -0.14, -0.36)  0.376
H (-6.11, -2.26, -1.32)  0.360
H (-3.71, -2.76, -1.21)  0.479
S (0.23, -0.46, -6.15)  -0.772
Sb (0.18, -1.78, -4.29)  0.063
S (1.31, -0.57, -2.46)  -0.385
S (-1.79, -1.02, -3.05)  -0.571
C (2.21, -4.31, 1.62)  -1.075
Ge (2.80, -2.75, 0.51)  1.362
C (3.10, -3.50, -1.31)  -1.163
C (4.72, -2.60, 1.13)  -1.589
Ge (1.27, -0.73, 0.51)  -0.080
C (1.03, -0.75, 2.56)  0.473
C (1.97, -1.22, 3.48)  0.071
C (1.76, -1.16, 4.85)  -0.952
C (0.58, -0.64, 5.35)  -0.546
C (-0.41, -0.22, 4.46)  -0.901
C (-0.18, -0.30, 3.09)  0.749
C (2.85, 0.61, 0.45)  0.275
C (2.94, 1.58, -0.56)  0.068
C (4.03, 2.44, -0.64)  -1.118
C (5.06, 2.37, 0.28)  -0.523
C (4.97, 1.44, 1.31)  -1.021
C (3.88, 0.58, 1.38)  -0.279
H (2.91, -5.14, 1.46)  0.446
H (1.21, -4.64, 1.34)  0.134
H (2.20, -4.06, 2.68)  0.368
H (3.51, -4.51, -1.27)  0.434
H (3.81, -2.85, -1.84)  0.377
H (2.18, -3.50, -1.89)  0.159
H (5.18, -3.58, 0.99)  0.514
H (4.82, -2.32, 2.18)  0.397
H (5.26, -1.87, 0.52)  0.412
H (2.89, -1.67, 3.12)  -0.070
H (2.52, -1.52, 5.53)  0.396
H (0.41, -0.58, 6.42)  0.323
H (-1.35, 0.15, 4.84)  0.451
H (-0.97, -0.02, 2.42)  -0.100
H (2.15, 1.68, -1.29)  0.215
H (4.07, 3.17, -1.45)  0.440
H (5.92, 3.02, 0.21)  0.341
H (5.76, 1.38, 2.05)  0.372
H (3.84, -0.12, 2.20)  0.413
Br (-0.15, 6.73, -4.60)  -0.258
C (-1.04, 5.05, -4.55)  -0.186
C (-1.93, 4.74, -5.56)  -0.324
C (-2.58, 3.51, -5.53)  -0.728
C (-2.37, 2.63, -4.48)  -0.357
C (-1.48, 2.98, -3.47)  -0.031
C (-0.79, 4.18, -3.51)  -0.107
C (-1.33, 2.03, -2.32)  0.571
O (-2.34, 1.45, -1.90)  -0.301
O (-0.18, 1.81, -1.82)  0.030
H (-2.12, 5.44, -6.36)  0.382
H (-3.26, 3.24, -6.33)  0.379
H (-2.86, 1.67, -4.43)  0.416
H (-0.07, 4.42, -2.73)  0.573
N (-1.82, -1.29, -0.11)  1.794
C (-1.56, -2.66, 0.03)  -0.941
C (-2.25, -3.41, 0.99)  -0.160
C (-2.05, -4.76, 1.13)  -0.752
C (-1.14, -5.43, 0.32)  -0.407
C (-0.41, -4.70, -0.61)  -0.627
C (-0.60, -3.33, -0.74)  0.725
H (-2.96, -2.89, 1.63)  0.473
H (-2.60, -5.32, 1.88)  0.336
H (-0.99, -6.50, 0.42)  0.317
H (0.31, -5.20, -1.24)  0.293
H (-0.03, -2.78, -1.48)  -0.336

Energy relative to the best compared isomer or geometry (same formula, charge and spin), kcal/mol: 30.4
Kohn-Sham gap, Eh: 0.19670
Charge: -2
LUMO energy, eV: 3.7
HOMO energy, eV: -1.659

This record from the OMol25 dataset describes a molecular structure, C41H36IN4O4PRe. The level of theory is ωB97M-V/def2-TZVPD.

Last column: Löwdin spin population.
Element x y z (Å)
Re (-0.07, -0.29, 0.07)  2.391
O (6.03, 2.48, 0.48)  0.001
C (6.01, 1.39, -0.41)  0.004
C (4.59, 0.93, -0.48)  0.024
C (4.23, -0.41, -0.63)  0.001
C (2.90, -0.76, -0.56)  0.024
N (1.92, 0.15, -0.35)  0.034
C (2.25, 1.48, -0.33)  0.014
C (3.57, 1.88, -0.39)  0.001
C (1.13, 2.42, -0.27)  0.016
C (1.30, 3.79, -0.34)  0.004
C (0.19, 4.63, -0.31)  0.018
C (0.36, 6.12, -0.41)  0.004
O (1.73, 6.39, -0.50)  0.000
C (-1.07, 4.05, -0.18)  0.000
C (-1.18, 2.69, -0.10)  0.009
N (-0.11, 1.86, -0.16)  0.033
H (6.91, 2.89, 0.48)  0.000
H (6.65, 0.57, -0.08)  0.001
H (6.33, 1.67, -1.42)  0.002
H (4.97, -1.18, -0.77)  0.000
H (2.59, -1.79, -0.65)  0.001
H (3.83, 2.92, -0.31)  0.000
H (2.28, 4.23, -0.43)  0.000
H (-0.11, 6.57, 0.47)  0.001
H (-0.20, 6.46, -1.28)  0.001
H (1.88, 7.34, -0.61)  0.000
H (-1.97, 4.66, -0.14)  0.000
H (-2.15, 2.24, 0.02)  0.000
I (-2.65, -0.32, -0.67)  0.041
C (-3.77, -2.08, -0.25)  0.014
C (-5.10, -1.78, -0.35)  0.004
C (-6.04, -2.82, -0.22)  0.002
C (-5.59, -4.09, -0.03)  0.001
C (-4.21, -4.38, 0.07)  0.001
C (-3.82, -5.73, 0.25)  0.001
C (-2.51, -6.08, 0.34)  -0.001
C (-1.53, -5.08, 0.29)  -0.002
C (-1.85, -3.74, 0.12)  -0.006
P (-0.33, -2.76, 0.14)  0.044
C (0.55, -3.23, 1.62)  0.036
C (-0.20, -3.34, 2.80)  0.018
C (0.43, -3.65, 4.00)  0.006
C (1.81, -3.85, 4.03)  0.038
C (2.56, -3.73, 2.86)  0.001
C (1.94, -3.41, 1.67)  0.022
C (0.61, -3.06, -1.35)  0.034
C (0.41, -2.14, -2.39)  0.018
C (1.11, -2.26, -3.59)  0.000
C (2.00, -3.31, -3.75)  0.013
C (2.19, -4.24, -2.73)  0.007
C (1.51, -4.12, -1.52)  0.007
C (-3.22, -3.36, -0.03)  0.002
H (-5.45, -0.77, -0.54)  0.001
H (-7.10, -2.59, -0.29)  0.000
H (-6.29, -4.91, 0.05)  0.000
H (-4.60, -6.49, 0.30)  0.000
H (-2.21, -7.12, 0.47)  0.000
H (-0.50, -5.38, 0.41)  0.000
H (-1.28, -3.23, 2.78)  0.001
H (-0.15, -3.76, 4.90)  0.000
H (2.30, -4.10, 4.96)  0.001
H (3.63, -3.91, 2.90)  0.000
H (2.54, -3.36, 0.77)  0.001
H (-0.36, -1.37, -2.32)  0.003
H (0.94, -1.56, -4.39)  0.000
H (2.53, -3.43, -4.68)  0.001
H (2.86, -5.07, -2.88)  0.000
H (1.66, -4.85, -0.74)  0.000
O (3.80, 2.05, 2.68)  0.000
C (3.61, 2.13, 4.09)  0.000
N (3.78, 0.85, 4.74)  0.000
C (2.91, -0.17, 4.68)  0.000
O (3.10, -1.28, 5.12)  0.001
C (1.56, 0.09, 4.03)  0.000
C (0.43, 0.36, 4.79)  0.031
C (-0.81, 0.46, 4.18)  0.000
C (-0.90, 0.26, 2.82)  0.030
N (0.19, -0.02, 2.07)  0.020
C (1.41, -0.10, 2.67)  0.021
H (4.73, 2.17, 2.47)  0.000
H (2.59, 2.48, 4.24)  0.000
H (4.29, 2.84, 4.55)  0.000
H (4.66, 0.64, 5.19)  0.000
H (0.52, 0.49, 5.87)  0.001
H (-1.71, 0.67, 4.74)  -0.001
H (-1.85, 0.32, 2.30)  0.003
H (2.26, -0.34, 2.05)  0.001

Energy relative to the best compared isomer or geometry (same formula, charge and spin), kcal/mol: 8.3
Kohn-Sham gap (spin up / spin down), Eh: 0.20987 / 0.17602
2S+1: 4
Charge: +4
LUMO energy (spin up / spin down), eV: -12.6 / -13.5
HOMO energy (spin up / spin down), eV: -18.319 / -18.319

The calculation returns the following E_tot values, one per record and in order: -3519.1609 -4709.3862 -2023.0878 -11254.5680 -2819.8953 Eh.